This record from OMol25 describes a cluster of 11 separate species, C7H36O11 in total. The level of theory is wB97M-V/def2-TZVPD.

Structure (XYZ):
```
54
Properties=species:S:1:pos:R:3:forces:R:3:mulliken_charge:R:1
C 2.316 2.962 3.284 0.175 0.025 0.006 -1.27
C 1.088 2.085 3.397 -0.046 -0.094 -0.190 0.21
O 1.497 0.721 3.539 -0.160 0.313 -0.123 -0.58
H 2.061 4.005 3.082 -0.133 -0.083 -0.047 0.39
H 2.953 2.599 2.475 -0.020 0.070 -0.015 0.28
H 2.913 2.955 4.196 -0.069 -0.153 0.041 0.31
H 0.471 2.182 2.492 0.076 0.033 0.018 -0.02
H 0.456 2.397 4.237 0.106 -0.107 0.070 0.28
H 0.727 0.171 3.313 -0.064 0.020 0.032 0.47
C -0.923 -2.006 3.288 0.292 0.010 -0.319 -0.69
O -0.779 -0.700 2.734 -0.055 -0.142 0.077 -0.50
H -0.096 -2.152 3.981 -0.153 0.026 0.179 0.29
H -1.883 -2.119 3.791 0.047 -0.042 0.141 0.30
H -0.820 -2.781 2.521 -0.134 0.086 -0.036 0.25
H -1.604 -0.452 2.283 0.082 0.021 0.027 0.32
C -1.950 1.220 -2.910 -0.552 0.196 0.618 -0.36
O -1.963 0.859 -4.267 0.233 -0.113 -0.206 -0.54
H -1.618 0.417 -2.242 0.117 -0.023 -0.105 0.07
H -1.298 2.079 -2.770 0.210 -0.083 -0.218 0.19
H -2.948 1.536 -2.571 0.026 -0.091 -0.040 0.34
H -2.446 0.034 -4.368 -0.097 0.023 0.003 0.30
C -2.684 -2.943 -1.141 -0.141 0.198 0.441 -0.35
O -3.186 -2.736 -2.450 0.262 0.189 -0.268 -0.52
H -3.061 -3.880 -0.724 0.085 0.023 0.085 0.38
H -1.596 -2.972 -1.165 0.011 -0.152 -0.298 0.13
H -2.937 -2.112 -0.470 -0.120 -0.104 -0.030 0.11
H -4.127 -2.554 -2.396 -0.028 -0.052 0.042 0.29
C 0.715 -0.821 -0.422 0.525 0.221 0.354 0.29
O 2.095 -0.854 -0.072 -0.094 -0.026 -0.190 -0.49
H 0.169 -1.539 0.194 -0.224 0.009 -0.137 0.12
H 0.328 0.189 -0.272 -0.190 -0.110 -0.087 -0.04
H 0.666 -1.065 -1.481 -0.105 -0.074 0.001 -0.07
H 2.245 -0.426 0.775 0.009 -0.155 0.094 0.16
C -2.567 1.515 0.803 -0.081 -0.250 -0.239 -0.22
O -3.004 0.263 1.357 0.078 0.275 -0.184 -0.55
H -1.529 1.388 0.501 0.079 -0.038 0.224 -0.10
H -3.117 1.758 -0.109 -0.156 0.020 0.139 0.22
H -2.658 2.322 1.529 0.069 0.039 -0.013 0.36
H -3.894 0.380 1.700 -0.003 -0.048 0.026 0.26
O 0.343 -1.458 -4.612 -0.145 -0.033 0.053 -0.63
H 0.564 -2.395 -4.634 0.103 0.045 0.064 0.31
H -0.493 -1.404 -4.139 -0.066 -0.019 -0.071 0.26
O 3.940 -0.318 2.530 -0.086 -0.053 -0.280 -0.62
H 3.062 0.074 2.664 0.104 0.155 0.440 0.29
H 4.397 0.254 1.906 0.029 -0.027 0.002 0.33
O 1.156 2.298 -1.453 -0.022 0.212 0.180 -0.53
H 0.534 2.849 -0.967 0.002 0.060 -0.073 0.25
H 2.007 2.737 -1.340 0.033 -0.078 0.014 0.26
O 2.236 0.450 -3.497 -0.163 0.227 0.092 -0.59
H 1.871 1.232 -3.069 -0.070 -0.154 -0.052 0.32
H 1.461 -0.079 -3.739 0.263 -0.079 -0.190 0.30
O 3.742 -1.895 -2.104 -0.002 -0.188 -0.055 -0.65
H 3.977 -2.770 -1.781 -0.012 0.064 0.092 0.28
H 3.189 -1.502 -1.408 0.173 0.007 -0.086 0.40
```
Positions in Å, forces in eV/Å.

Output
Total charge   0
Spin multiplicity   1
HOMO-LUMO gap   9.679 eV
Relative energy (zero: lowest compared OMol25 entry of this formula, charge and spin)   81.9 kcal per mole

This record from OMol25 describes a structure of composition C9H21Cs3N3O7S in a non-equilibrium geometry. The level of theory is wB97M-V/def2-TZVPD.

Structure (XYZ):
```
44
Properties=species:S:1:pos:R:3:forces:R:3:mulliken_charge:R:1
Cs 2.850 -7.053 -4.535 -0.206 0.241 0.104 1.00
Cs -7.458 -2.384 0.119 0.526 0.075 -0.182 0.99
Cs 0.257 1.164 3.976 -0.093 -0.247 -0.428 0.99
S -1.426 -2.003 -1.184 -0.792 0.477 -0.182 1.14
O -0.618 -3.049 -1.763 1.777 -2.178 -1.034 -0.76
O -0.599 -0.802 -1.035 0.884 1.526 0.618 -0.77
O -2.595 -1.748 -1.997 -1.942 1.102 -2.691 -0.78
O -2.023 -2.433 0.066 -0.054 -0.867 3.760 -0.81
C 3.504 0.505 -4.946 1.265 -0.584 1.583 -1.10
C 2.550 1.218 -5.787 -1.422 -0.418 -0.200 0.80
O 2.776 1.473 -6.926 1.652 0.699 -3.513 -0.64
N 1.335 1.448 -5.333 -2.395 1.249 2.787 -0.22
C 0.127 1.987 -6.030 1.416 -0.852 0.548 -0.82
H 3.224 -0.512 -4.674 -0.319 -0.141 -0.568 0.27
H 3.591 0.940 -3.950 0.279 0.432 -0.031 0.33
H 4.458 0.501 -5.474 -0.019 -0.001 0.279 0.30
H 1.203 1.391 -4.333 -0.054 -0.374 -0.031 0.21
H 0.445 2.416 -6.980 -0.324 -0.489 -0.101 0.31
H -0.381 2.759 -5.452 0.334 -0.006 0.218 0.27
H -0.509 1.101 -6.028 -0.477 0.399 -0.901 0.29
C 5.339 -5.860 5.400 0.581 0.318 -1.046 -0.80
C 5.717 -4.438 5.065 0.490 2.122 1.748 0.48
O 6.221 -3.718 5.945 -0.323 -1.118 -0.675 -0.67
N 5.350 -3.839 3.920 -0.459 1.000 -0.964 -0.14
C 4.861 -4.499 2.740 0.356 0.058 -0.015 -0.94
H 6.259 -6.349 5.719 -0.324 0.011 0.630 0.28
H 4.978 -6.447 4.556 -0.353 0.169 0.087 0.35
H 4.580 -5.688 6.163 0.179 -0.718 0.165 0.23
H 5.402 -2.833 3.859 0.404 -0.196 0.599 0.24
H 4.833 -3.873 1.848 0.250 0.485 0.332 0.33
H 3.818 -4.768 2.909 0.223 -1.074 -0.323 0.29
H 5.670 -5.205 2.556 -1.051 -1.048 -0.561 0.35
C -7.430 5.321 3.158 0.532 0.332 -0.920 -1.05
C -6.760 4.769 1.850 -1.742 2.558 4.366 0.69
O -7.364 3.963 1.256 -1.334 -3.632 -2.758 -0.59
N -5.617 5.332 1.527 0.573 0.439 0.890 -0.17
C -4.770 4.751 0.565 1.146 0.463 -1.346 -0.83
H -7.312 6.404 3.125 -0.162 0.161 0.369 0.33
H -6.976 4.942 4.074 0.114 -0.055 -0.123 0.25
H -8.490 5.068 3.135 0.191 0.018 -0.018 0.29
H -5.391 6.197 1.997 0.313 -0.377 -0.127 0.21
H -4.513 5.600 -0.069 0.585 -0.555 -0.615 0.31
H -5.241 3.957 -0.015 -0.389 0.393 0.093 0.32
H -3.874 4.294 0.985 0.165 0.206 0.176 0.24
```
Positions in Å, forces in eV/Å.

Output
Total charge   +1
Spin multiplicity   1
HOMO-LUMO gap   2.456 eV